{"formula": "C43H57BrN2O3PdSSb2", "method": "ωB97M-V with the def2-TZVPD basis set", "homo_lumo_gap_ev": [8.43, 6.15], "molar_mass_g_mol": 1111.85, "homo_ev": [-12.8298, -13.5384], "charge": 2, "s2": 6.08, "energy_ha": -5587.93647, "spin_multiplicity": 5, "symbols": ["Pd", "C", "Sb", "C", "C", "C", "C", "C", "C", "C", "C", "C", "Sb", "C", "C", "H", "H", "H", "H", "H", "H", "H", "H", "H", "H", "H", "H", "H", "H", "H", "H", "H", "H", "H", "H", "C", "C", "C", "C", "C", "Br", "N", "C", "H", "H", "H", "H", "H", "H", "C", "C", "C", "C", "C", "C", "C", "S", "O", "O", "O", "H", "H", "H", "H", "H", "H", "H", "C", "C", "C", "C", "C", "C", "C", "C", "N", "C", "C", "C", "C", "C", "C", "C", "C", "C", "C", "H", "H", "H", "H", "H", "H", "H", "H", "H", "H", "H", "H", "H", "H", "H", "H", "H", "H", "H", "H", "H", "H", "H", "H"], "xyz": [[0.337, 0.248, 0.199], [-3.571, -1.644, 0.274], [-1.407, -1.713, 0.314], [-1.243, -3.090, -1.354], [-1.335, -3.016, 2.157], [-1.622, -4.392, 1.751], [-2.927, -4.876, 1.786], [-3.256, -6.104, 1.241], [-2.276, -6.857, 0.596], [-0.973, -6.418, 0.580], [-0.589, -5.223, 1.223], [0.796, -4.941, 1.411], [1.793, -2.929, 0.311], [2.499, -3.762, -1.596], [3.575, -3.325, 1.511], [-3.921, -2.646, 0.498], [-3.927, -1.366, -0.712], [-3.971, -0.950, 1.005], [-1.131, -4.106, -0.976], [-0.375, -2.824, -1.961], [-2.144, -3.032, -1.962], [-2.114, -2.599, 2.793], [-0.356, -2.890, 2.614], [-3.688, -4.282, 2.271], [-4.270, -6.470, 1.296], [-2.532, -7.797, 0.136], [-0.205, -7.023, 0.125], [1.473, -5.679, 1.012], [1.079, -4.600, 2.397], [3.464, -4.247, -1.462], [2.572, -2.958, -2.325], [1.775, -4.492, -1.946], [3.933, -4.330, 1.298], [3.279, -3.259, 2.556], [4.359, -2.601, 1.309], [2.346, 5.176, 1.424], [2.095, 3.787, 1.904], [2.930, 3.164, 2.831], [2.660, 1.872, 3.253], [1.578, 1.234, 2.682], [1.107, -0.530, 3.173], [0.776, 1.792, 1.787], [1.017, 3.048, 1.424], [2.881, 5.758, 2.170], [1.414, 5.677, 1.178], [2.961, 5.154, 0.522], [3.781, 3.689, 3.239], [3.264, 1.369, 3.992], [0.315, 3.478, 0.721], [8.642, 0.026, -1.192], [7.151, -0.008, -1.243], [6.457, -1.210, -1.131], [5.075, -1.224, -1.064], [4.370, -0.036, -1.117], [5.037, 1.167, -1.285], [6.421, 1.176, -1.347], [2.676, -0.004, -0.634], [2.676, -0.568, 0.733], [2.216, 1.375, -0.607], [1.777, -0.860, -1.433], [9.075, -0.946, -1.407], [8.962, 0.318, -0.192], [9.037, 0.763, -1.885], [7.009, -2.135, -1.066], [4.533, -2.150, -0.948], [4.467, 2.082, -1.340], [6.957, 2.108, -1.444], [-5.767, 3.361, 1.914], [-4.537, 2.514, 1.988], [-4.216, 1.844, 3.168], [-3.055, 1.068, 3.266], [-2.771, 0.318, 4.527], [-2.223, 0.985, 2.174], [-2.506, 1.628, 0.932], [-3.704, 2.397, 0.890], [-1.650, 1.425, -0.075], [-1.790, 1.892, -1.427], [-3.058, 1.295, -2.081], [-3.202, 1.812, -3.508], [-3.239, 3.340, -3.523], [-1.930, 3.884, -2.955], [-0.747, 3.375, -3.770], [-0.729, 1.848, -3.722], [-2.023, 1.316, -4.340], [-0.593, 1.394, -2.265], [-1.782, 3.438, -1.506], [-6.410, 3.186, 2.771], [-6.335, 3.157, 1.010], [-5.494, 4.416, 1.902], [-4.873, 1.913, 4.021], [-3.593, -0.366, 4.733], [-2.703, 0.998, 5.373], [-1.846, -0.249, 4.456], [-1.300, 0.427, 2.252], [-4.003, 2.907, -0.009], [-3.948, 1.520, -1.499], [-2.932, 0.206, -2.098], [-4.138, 1.425, -3.925], [-4.085, 3.703, -2.937], [-3.375, 3.689, -4.545], [-1.951, 4.978, -2.978], [0.184, 3.773, -3.363], [-0.833, 3.710, -4.802], [0.127, 1.475, -4.291], [-2.014, 0.223, -4.370], [-2.114, 1.676, -5.365], [0.345, 1.811, -1.858], [-0.552, 0.286, -2.228], [-2.580, 3.864, -0.903], [-0.829, 3.793, -1.107]], "forces_ev_per_a": [[-2.1919, 1.2158, 0.6161], [0.3726, 0.2689, 0.0511], [-1.0988, -1.2605, 0.3245], [0.2715, 0.2736, 0.2485], [0.2137, 0.6218, -0.3678], [0.0522, -0.4845, -0.1348], [0.0761, 0.0323, 0.0061], [0.1309, 0.0371, -0.1043], [0.0045, -0.0205, -0.0353], [0.0481, 0.0773, 0.0973], [-0.6940, -0.0653, -0.0417], [0.0632, 0.2976, -0.1011], [0.9720, -1.3998, 0.1523], [-0.1142, 0.2030, 0.5814], [-0.6298, 0.0879, -0.2473], [0.0582, -0.2002, 0.0259], [0.0903, 0.0662, -0.1313], [0.0477, 0.1112, 0.1155], [-0.0288, 0.0106, 0.0018], [-0.0747, 0.0028, 0.0156], [-0.0224, 0.0886, 0.0935], [0.0347, 0.0829, 0.0344], [-0.0739, 0.1067, -0.0134], [-0.0938, 0.0727, -0.0102], [-0.0715, -0.0184, 0.0147], [-0.0261, -0.1089, -0.0500], [0.1234, -0.1608, -0.0668], [0.2776, -0.1975, -0.1623], [0.1107, 0.2843, 0.1095], [0.0112, -0.0145, 0.0454], [-0.0027, -0.0225, 0.0775], [-0.1303, -0.0915, 0.0205], [-0.0181, -0.0850, -0.0525], [0.0637, 0.0413, 0.0298], [-0.0722, 0.0655, -0.0397], [0.0712, 0.0768, -0.1401], [-0.1889, -0.3220, 0.1656], [-0.2866, -0.0957, -0.1152], [-0.0819, -0.1340, -0.0134], [-0.1114, 0.1361, 0.1879], [0.0748, -0.1085, 0.7956], [0.2873, -0.6631, 0.2084], [0.1854, 0.4720, 0.0582], [-0.0300, 0.0750, 0.0365], [-0.0321, 0.1064, -0.0031], [0.0032, 0.0277, -0.0289], [0.0718, 0.0791, 0.0222], [0.0399, 0.0058, 0.0023], [0.0500, -0.0037, -0.1073], [0.0945, 0.0209, 0.0170], [-0.2024, 0.0720, 0.0245], [-0.2126, 0.0348, -0.0194], [-0.0425, -0.2866, 0.0214], [-0.2551, 0.2725, -0.0773], [-0.0534, 0.2393, -0.0194], [-0.0580, -0.1724, 0.0155], [1.9612, 0.3957, -0.5329], [0.1226, -0.4854, 0.0718], [0.3367, 0.4166, -0.3457], [0.1601, -0.0789, -0.6830], [0.0424, -0.0271, -0.0606], [0.0579, 0.0145, 0.0613], [0.0889, 0.0133, -0.0812], [0.0245, -0.1322, -0.0250], [0.1167, -0.1807, -0.0033], [0.0381, 0.1090, 0.0341], [-0.0490, 0.1172, -0.0620], [-0.0731, 0.1043, -0.0456], [0.1244, -0.0740, -0.0455], [0.1972, -0.0344, -0.2382], [0.1313, -0.0634, -0.3572], [-0.0327, 0.0067, 0.0887], [0.0645, -0.0326, 0.2856], [-0.1597, -0.0145, 0.3404], [-0.1154, 0.0904, -0.1140], [0.7237, -0.4302, 0.3086], [-0.1543, 0.2681, -0.8224], [0.1209, 0.0921, 0.0742], [-0.2806, -0.1481, -0.2296], [0.0731, -0.1163, 0.0571], [-0.0365, 0.3325, -0.0515], [-0.0344, -0.0970, 0.0524], [0.1359, -0.0831, -0.2012], [0.0517, 0.0460, 0.0970], [-0.0144, 0.1069, -0.0017], [-0.0649, -0.1920, 0.0677], [-0.0814, 0.0335, 0.0434], [-0.0509, -0.0095, -0.0712], [-0.0370, 0.0567, 0.0211], [-0.1389, 0.0514, 0.1234], [-0.0081, -0.1065, 0.0833], [0.0542, 0.0210, 0.0943], [0.0817, -0.0416, 0.0349], [-0.1184, 0.0050, 0.1035], [0.0251, 0.0289, -0.0839], [-0.0649, -0.0181, 0.0242], [-0.0985, -0.0262, 0.0281], [0.0724, 0.0037, 0.0333], [-0.0841, 0.0586, 0.0239], [-0.0413, 0.0549, -0.0734], [0.0153, -0.0593, 0.0089], [0.1017, 0.0788, -0.0141], [0.0418, 0.0611, -0.1072], [-0.0027, -0.0015, 0.0706], [0.0053, -0.0503, -0.0218], [0.0113, -0.0500, -0.0528], [-0.3329, -0.2132, -0.1376], [0.0258, 0.3129, -0.0204], [0.0301, 0.0787, 0.0454], [0.0355, 0.0569, 0.0720]], "lowdin_charge": [0.72, -0.23, 1.39, -0.26, -0.27, -0.29, -0.04, -0.03, -0.05, -0.02, -0.29, -0.12, 1.48, -0.25, -0.26, 0.01, 0.01, 0.01, 0.00, 0.00, 0.03, 0.07, 0.00, 0.12, 0.12, 0.12, 0.12, 0.08, 0.07, 0.02, 0.01, 0.01, 0.02, 0.01, 0.00, -0.02, -0.22, 0.02, -0.06, -0.70, 0.88, -0.05, -0.07, 0.09, 0.09, 0.10, 0.13, 0.12, 0.11, -0.03, -0.25, 0.00, -0.06, -0.27, -0.04, -0.01, 0.43, -0.53, -0.33, -0.45, 0.09, 0.10, 0.09, 0.12, 0.08, 0.11, 0.13, -0.03, -0.24, 0.05, -0.25, -0.03, -0.05, -0.28, 0.04, 0.08, -0.44, -0.07, -0.28, -0.10, -0.28, -0.11, -0.27, -0.11, -0.12, -0.06, 0.08, 0.09, 0.10, 0.13, 0.09, 0.10, 0.05, 0.00, 0.10, 0.11, 0.11, 0.15, 0.13, 0.13, 0.15, 0.12, 0.13, 0.15, 0.12, 0.13, 0.10, 0.10, 0.11, 0.11]}